10 unconnected molecules or ions with the total composition C39H91F6N5O17P in a non-equilibrium geometry. Source: OMol25; level of theory: ωB97M-V with the def2-TZVPD basis set.

XYZ file:
```
159
Properties=species:S:1:pos:R:3:forces:R:3:lowdin_charge:R:1
P -0.1704 0.3189 0.5287 1.033 0.387 0.325 0.290
F 0.1882 1.1622 -0.8115 -0.158 -0.289 0.167 -0.171
F 1.1714 0.8913 1.2744 0.045 -0.260 -0.391 -0.190
F -0.8957 1.7329 1.1234 -0.473 -2.169 -0.623 -0.210
F -0.4682 -0.5700 1.8566 -0.798 0.814 -0.496 -0.164
F -1.4915 -0.3350 -0.2489 0.626 1.180 1.161 -0.187
F 0.7138 -0.9485 -0.0338 -0.049 0.286 -0.131 -0.203
C -3.2810 -8.8230 -0.4735 -0.326 0.205 0.147 -0.115
O -2.7137 -7.5689 -0.1067 -0.208 -0.876 -0.168 -0.198
C -2.1484 -6.9239 -1.2524 0.314 0.965 2.047 -0.163
C -1.4009 -5.6643 -0.7393 1.241 -0.580 1.068 -0.139
O -0.5194 -6.1176 0.3251 -0.315 -1.334 0.777 -0.174
C 0.3213 -5.1767 1.0261 -1.763 1.304 -2.278 -0.145
C -0.5006 -4.0624 1.6976 1.317 0.137 0.765 -0.209
O -1.3340 -4.4952 2.7332 -0.402 -0.651 -0.270 -0.174
C -2.6651 -4.8595 2.3954 0.521 0.235 0.906 -0.084
H -3.6228 -9.4031 0.3836 0.243 0.468 0.429 0.083
H -2.5946 -9.4818 -1.0054 0.329 0.180 -0.217 0.081
H -4.1749 -8.6835 -1.0816 -0.072 0.111 -0.363 0.081
H -2.9926 -6.6021 -1.8623 0.360 -0.173 -0.792 0.128
H -1.4042 -7.6061 -1.6632 -0.212 0.039 -0.681 0.121
H -2.0638 -4.8792 -0.3754 -0.223 -0.149 -0.046 0.088
H -0.7559 -5.2369 -1.5070 -0.230 0.116 -0.462 0.104
H 0.8860 -4.7968 0.1747 0.636 1.015 0.273 0.108
H 1.0595 -5.5495 1.7361 -0.633 -1.068 -0.033 0.123
H -1.0089 -3.3559 1.0414 -0.030 -0.123 -0.354 0.117
H 0.2343 -3.5047 2.2781 0.272 0.549 -0.447 0.124
H -3.0189 -5.0997 3.3981 -0.731 -0.326 -0.337 0.092
H -2.7558 -5.6923 1.6982 0.148 -0.135 0.102 0.072
H -3.2156 -3.9953 2.0234 -0.097 0.184 -0.132 0.074
C 3.5077 7.0695 -4.4447 0.167 1.101 -0.648 -0.160
O 3.4808 5.7078 -4.2499 -0.789 -1.668 -0.005 -0.175
C 2.1443 5.1843 -4.4281 0.655 -1.502 2.052 -0.163
C 2.0900 3.6307 -4.3561 1.576 0.216 -0.981 -0.179
O 2.7933 3.1270 -3.2261 -0.020 0.601 -0.449 -0.140
C 2.7034 1.7399 -2.9602 0.775 -0.490 -0.455 -0.153
C 3.5143 0.7474 -3.8905 -1.544 1.276 -1.261 -0.122
O 2.6466 0.4314 -5.0219 -0.215 1.691 0.542 -0.215
C 2.9056 -0.7635 -5.6653 0.777 -0.843 1.120 -0.130
H 4.4445 7.5087 -4.1019 0.229 -0.394 -0.084 0.088
H 2.7401 7.6499 -3.9328 -0.467 -0.256 0.249 0.083
H 3.3971 7.2473 -5.5144 0.030 0.507 -0.255 0.084
H 1.6775 5.4789 -5.3680 -0.067 0.371 0.106 0.125
H 1.6288 5.4491 -3.5050 -0.685 0.834 -0.313 0.117
H 2.5738 3.2948 -5.2732 0.228 -0.421 -0.150 0.115
H 1.0725 3.2460 -4.4257 -0.320 0.261 0.343 0.130
H 1.6498 1.4606 -2.9624 0.003 -0.401 0.143 0.118
H 3.1337 1.6675 -1.9613 -0.247 -0.234 0.115 0.101
H 3.8599 -0.1476 -3.3733 -0.292 -0.148 0.199 0.098
H 4.3692 1.2362 -4.3579 0.364 0.201 0.448 0.124
H 2.6261 -1.4948 -4.9069 -0.289 -0.989 -0.623 0.062
H 3.9745 -0.9102 -5.8209 0.356 0.056 -0.315 0.084
H 2.4007 -0.8780 -6.6245 -0.293 0.235 0.311 0.093
C 4.5592 -0.7583 -0.1088 -0.642 0.662 -0.164 -0.130
O 5.1390 -2.0230 0.0816 0.217 -0.112 -1.453 -0.185
C 4.3972 -2.8069 1.0018 1.641 -0.926 -0.430 -0.169
C 4.9932 -4.2536 1.0946 -0.722 0.710 -0.424 -0.151
O 4.6040 -5.0774 -0.0185 -0.534 1.490 -0.446 -0.171
C 5.4106 -6.1930 -0.2817 -0.581 -1.020 0.965 -0.188
C 4.8550 -7.1826 -1.3661 0.493 1.106 0.522 -0.185
O 3.9667 -8.1723 -0.8802 -0.556 0.201 0.519 -0.168
C 2.6715 -7.6226 -0.6117 -0.572 0.860 -0.406 -0.091
H 4.9672 -0.1404 -0.9087 1.032 -0.573 -0.111 0.082
H 4.6218 -0.1394 0.7862 -0.164 -0.045 0.328 0.083
H 3.5231 -0.8051 -0.4441 -0.450 -0.296 0.565 0.060
H 3.3512 -2.8779 0.7038 -0.218 0.290 0.385 0.121
H 4.6561 -2.2871 1.9242 -1.074 -0.441 0.788 0.128
H 4.5905 -4.6822 2.0124 -0.066 -0.211 0.185 0.120
H 6.0726 -4.1724 1.2226 0.215 -0.113 -0.327 0.122
H 5.3801 -6.7612 0.6480 0.470 -0.577 0.185 0.123
H 6.4434 -5.8800 -0.4349 0.158 -0.064 -0.489 0.121
H 5.7248 -7.6745 -1.8014 -0.086 -0.335 0.179 0.119
H 4.4059 -6.6120 -2.1790 -0.287 0.171 -0.107 0.109
H 1.8525 -8.2577 -0.2738 0.836 -1.116 0.040 0.089
H 2.2638 -7.2108 -1.5349 0.079 0.312 -0.267 0.074
H 2.6452 -6.8212 0.1266 0.616 0.182 0.007 0.070
C -5.0510 8.5638 6.8242 0.000 0.083 -1.132 -0.118
O -4.9705 7.5479 5.8234 0.272 -0.497 0.872 -0.214
C -3.9226 6.5743 6.1184 -1.500 1.091 -0.990 -0.159
C -3.9174 5.6430 4.9136 0.142 -1.569 -0.142 -0.178
O -3.4203 4.3661 5.3284 0.143 -0.850 -0.303 -0.155
C -3.5703 3.2683 4.3799 0.593 -0.186 1.030 -0.161
C -3.1312 1.9144 5.0673 1.521 2.428 -0.595 -0.144
O -1.7465 1.9828 5.4912 -0.758 -0.540 0.495 -0.198
C -0.7801 1.8761 4.4671 -0.484 -0.096 -0.689 -0.115
H -4.6623 8.2733 7.8002 0.106 -0.170 -0.023 0.080
H -6.0903 8.8737 6.9340 -0.073 -0.157 -0.002 0.078
H -4.5053 9.4137 6.4144 0.219 0.307 0.461 0.082
H -4.2058 6.1088 7.0625 0.377 -0.433 -0.073 0.123
H -2.9857 7.1273 6.1860 0.245 -0.243 0.253 0.123
H -3.3308 6.0665 4.0983 0.354 0.065 -0.011 0.124
H -4.8887 5.4302 4.4671 -0.532 0.649 0.368 0.123
H -2.9960 3.4711 3.4760 0.084 0.002 -0.058 0.101
H -4.6060 3.1125 4.0778 -0.348 0.350 0.004 0.114
H -3.2285 1.1121 4.3358 -0.359 -0.202 0.083 0.116
H -3.7481 1.8213 5.9611 0.204 -0.408 -0.022 0.118
H 0.2181 1.7077 4.8715 -0.157 0.443 0.400 0.087
H -0.8266 2.7531 3.8216 0.395 0.227 -0.004 0.076
H -0.9299 1.0285 3.7983 -0.409 -0.288 0.005 0.065
C 4.6569 4.6065 2.1063 -1.832 -1.253 -0.703 -0.360
O 5.0100 4.9659 3.1973 0.766 0.574 0.647 0.007
N 3.7941 3.5531 1.8933 0.699 0.994 -0.373 -0.170
C 3.3630 3.1529 0.5224 0.044 -0.316 1.712 -0.038
C 3.2090 2.8691 3.0385 -0.553 -0.269 0.147 -0.053
H 4.8756 5.1114 1.1527 0.403 0.096 0.016 0.127
H 2.2734 3.1683 0.4979 0.079 -0.395 -0.116 0.055
H 3.7548 2.1374 0.4643 -0.387 -0.129 -0.807 0.068
H 3.7108 3.7860 -0.2939 0.406 0.117 0.360 0.087
H 3.3381 1.7874 3.0758 0.355 -0.143 -0.612 0.081
H 3.5906 3.2188 3.9977 0.140 0.466 -0.410 0.084
H 2.1266 2.9968 3.0236 -0.140 0.159 0.025 0.076
C -4.7261 -2.4411 -3.1438 1.224 1.185 2.306 -0.367
O -5.6097 -2.5221 -3.9273 -1.744 -0.469 -2.266 0.033
N -4.8284 -2.8430 -1.8555 -0.245 -0.043 1.815 -0.168
C -3.7920 -2.6359 -0.8552 0.600 -1.021 0.108 -0.072
C -6.0480 -3.4194 -1.3101 -0.342 -0.133 -0.448 -0.055
H -3.7964 -1.8714 -3.2965 0.316 -0.343 -0.324 0.140
H -3.7891 -1.8207 -0.1317 -0.666 0.959 -0.729 0.077
H -2.8158 -2.6721 -1.3389 0.085 0.003 0.161 0.076
H -3.9101 -3.4512 -0.1415 0.456 -0.578 -0.259 0.058
H -6.7887 -3.4710 -2.1081 -0.068 0.164 0.207 0.082
H -5.9362 -4.4206 -0.8939 0.566 -0.336 -0.357 0.080
H -6.4175 -2.8820 -0.4368 -0.074 0.644 -0.240 0.086
C -3.8311 2.7107 0.3379 0.917 1.049 1.117 -0.352
O -3.9385 3.7875 0.8955 0.395 0.782 0.776 -0.013
N -4.7289 2.3027 -0.5210 0.044 -3.143 -0.825 -0.194
C -4.4920 1.0414 -1.2295 0.520 -0.168 -0.064 -0.042
C -5.8622 3.0384 -0.9206 -0.858 0.124 -0.854 -0.054
H -2.9686 2.0470 0.5047 -0.207 -0.044 -0.084 0.119
H -4.1580 1.2547 -2.2449 -0.345 -0.091 -0.282 0.096
H -5.3171 0.3292 -1.2216 -0.538 0.484 -0.141 0.086
H -3.6883 0.4406 -0.8037 0.243 0.553 0.377 0.055
H -5.7476 3.1486 -1.9990 -0.262 0.702 -0.214 0.091
H -6.7574 2.4245 -0.8208 -0.185 -0.004 0.313 0.088
H -5.9910 3.9830 -0.3923 0.313 -0.185 -0.126 0.093
C -1.0347 7.1374 0.8251 2.760 1.851 -0.412 -0.259
O -1.1066 8.3795 0.9390 -0.432 -2.666 -0.108 -0.039
N 0.1853 6.5181 0.4827 -2.731 -1.271 1.020 -0.192
C 0.2761 5.0333 0.4140 -0.436 0.674 -0.423 -0.045
C 1.4357 7.1901 0.3770 0.110 0.830 -0.594 -0.071
H -1.8403 6.3998 0.9631 -0.083 0.306 -0.040 0.129
H 0.8190 4.6129 1.2605 0.060 0.097 0.041 0.076
H 0.7431 4.7242 -0.5211 0.466 0.181 0.001 0.078
H -0.6922 4.5386 0.3389 -0.265 0.374 0.431 0.079
H 1.7061 7.1518 -0.6783 0.711 -0.224 -0.040 0.083
H 1.3842 8.2572 0.5933 -0.423 -0.142 0.325 0.085
H 2.1772 6.7329 1.0322 0.147 -0.090 -0.162 0.086
C 0.2601 -2.6938 -2.6637 0.864 -0.730 -1.916 -0.298
O -0.8053 -2.9396 -3.2300 0.633 0.135 1.210 -0.015
N 1.4097 -3.4346 -2.8653 -0.845 0.419 1.004 -0.180
C 2.7196 -2.9184 -2.4618 -0.154 -1.310 0.033 -0.053
C 1.5290 -4.6895 -3.6029 0.007 0.627 -0.584 -0.047
H 0.5351 -1.8116 -2.0651 -0.751 0.003 0.099 0.115
H 2.7245 -1.9889 -1.8925 -0.454 -0.256 0.011 0.069
H 3.3680 -2.8032 -3.3304 -0.023 0.189 -0.220 0.077
H 3.1289 -3.7660 -1.9121 0.651 0.505 0.574 0.075
H 0.6819 -5.3712 -3.6794 -0.514 0.749 0.257 0.086
H 1.7996 -4.3406 -4.5994 0.180 -0.752 -0.430 0.090
H 2.3208 -5.3103 -3.1837 0.262 0.304 0.069 0.063
```
Positions in Å, forces in eV/Å.

Results
LUMO level = 2.1 eV
charge = -1
strongest force on any atom = 3.349 eV Å⁻¹
Kohn-Sham gap = 9.17 eV